{"formula": "C29H55Cl2N6O2", "method": "ωB97M-V/def2-TZVPD", "energy_ev": -69034.716, "gap_ev": [7.35, 8.24], "homo_ev": [-10.1, -11.0], "spin_multiplicity": 3, "e_above_lowest_kcal_mol": 0.0, "total_charge": 1, "species": ["C", "H", "C", "C", "H", "N", "C", "H", "H", "H", "Cl", "C", "Cl", "C", "H", "H", "H", "C", "H", "H", "H", "C", "H", "H", "H", "H", "H", "N", "C", "H", "H", "C", "H", "C", "H", "C", "C", "H", "H", "C", "N", "C", "H", "C", "C", "H", "C", "H", "H", "C", "H", "H", "N", "H", "C", "H", "O", "C", "C", "H", "H", "H", "H", "H", "H", "C", "C", "C", "H", "H", "H", "H", "H", "H", "H", "C", "H", "H", "H", "H", "C", "H", "H", "C", "N", "N", "H", "C", "O", "H", "H", "H", "H", "H"], "xyz": [[8.344564, -0.296858, 0.766990], [-3.014014, -1.097971, -4.511167], [6.643128, -1.643472, -1.578850], [-3.906605, 1.363121, -2.393881], [6.193502, 0.451359, -3.146642], [-1.559329, 0.104430, 2.685123], [0.331315, -0.374061, 1.279782], [8.822013, -0.481542, -0.192914], [-3.161176, -3.539031, 2.252676], [-1.999760, -2.544540, 1.391082], [-2.024917, 3.755375, 3.349380], [-2.094646, -3.399220, 2.052053], [-4.698188, 3.745454, 1.289147], [5.780152, -0.418818, -1.220483], [-2.209263, -3.785979, 5.169221], [9.114961, 0.140937, 1.400226], [0.406401, -1.454544, 1.270233], [-2.732161, 2.361080, 2.484009], [-6.115898, 1.454563, -2.611311], [-5.951430, 1.239781, 1.799007], [0.639885, -0.062826, 0.285083], [-1.412869, -0.861313, 3.679940], [-4.619808, 2.735537, 3.410067], [-0.552483, -4.353650, 4.875347], [-1.257558, 0.885778, 0.882655], [0.815032, 1.059399, 2.891294], [3.648171, -0.025426, -1.500110], [-1.083436, 0.027194, 1.380735], [-4.141079, -2.490064, -2.555402], [-1.703432, -4.313873, 1.613206], [4.017973, -1.652727, -0.916823], [-2.965597, 2.164130, -1.505558], [6.669647, 0.362300, 2.790604], [-5.292667, 1.990129, -2.150213], [-4.419410, -2.693113, -1.519489], [-4.902744, 1.129705, 2.049674], [-4.222978, 0.647021, -4.823522], [-3.638969, 2.606654, -4.132322], [-2.184158, -0.850472, 5.745279], [7.461864, 1.816293, -0.240885], [5.903749, -0.094582, 0.234719], [-1.516419, -4.159520, 4.414351], [-3.077796, -2.690609, -2.672821], [-4.509532, -1.064412, -2.954848], [7.481747, 1.422474, -1.715305], [-5.503941, 2.055974, -1.081915], [4.358663, -0.847959, -1.570310], [4.334963, -1.214474, -2.596295], [-1.932185, -5.070295, 3.992786], [6.940465, 1.168712, 2.107269], [-4.672093, -3.194179, -3.193602], [-1.919620, 1.915026, -1.683877], [-2.590623, 0.831233, 4.429219], [-6.492535, -0.209764, -3.464630], [-4.261278, 2.458270, 2.420149], [-3.187287, 1.990623, -0.450685], [-2.690109, -0.439420, -1.728523], [6.158675, 0.772466, -2.104120], [-2.286498, 1.118094, 3.161279], [1.676624, -0.488268, 2.951349], [-2.378231, 2.422564, 1.460759], [-5.278926, 0.923852, -4.883315], [-3.081692, 3.230265, -1.697565], [-4.819164, 0.449507, 2.894492], [8.067898, -1.256719, 1.205477], [-2.068113, -0.388901, 4.787126], [1.283903, 0.283514, 2.293980], [-4.064469, -0.811679, -4.397037], [-6.468335, -1.937426, -3.307424], [7.646085, 2.311593, -2.326445], [6.726522, 2.615585, -0.101758], [2.144951, 0.657890, 1.748995], [6.177505, 1.942695, 2.167227], [7.872748, 1.610352, 2.455562], [8.314889, 0.747305, -1.928080], [7.125691, 0.646611, 0.685657], [5.368224, 1.528529, -2.048300], [7.682277, -1.567073, -1.276080], [-4.633653, -1.458094, -5.067384], [-5.318829, 3.001641, -2.556412], [-1.400616, -3.128530, 3.350488], [-3.117024, 1.433406, 5.039996], [6.648338, -1.789310, -2.659349], [-6.051216, -1.021778, -2.891008], [-0.722180, -2.033161, 3.523287], [-3.906392, -0.079238, -2.001371], [-6.398835, -0.944415, -1.859305], [-3.486944, 1.563017, -3.851634], [4.852013, 0.562859, 0.608192], [8.428667, 2.235072, 0.044606], [-3.816249, 0.777935, -5.827272], [-2.411404, 1.379876, -3.946295], [-4.393153, 0.679246, 1.195327], [6.236712, -2.547112, -1.122571]], "forces_ev_per_angstrom": [[0.030, -0.216, -0.181], [0.017, 0.009, 0.117], [0.324, -0.017, 0.122], [-1.202, 1.296, 0.268], [-0.050, -0.152, 0.035], [-0.437, 1.159, 0.047], [0.334, 0.603, -0.186], [-0.059, -0.013, -0.009], [-0.045, -0.320, -0.070], [0.173, -0.053, -0.267], [-0.024, 0.060, -0.018], [-0.717, 0.657, 0.566], [-0.118, 0.185, 0.025], [0.451, -1.430, -0.935], [0.031, 0.177, 0.073], [-0.084, 0.104, 0.046], [-0.073, -0.129, 0.250], [-0.037, 0.130, -0.190], [0.065, -0.017, -0.028], [-0.102, 0.150, 0.025], [-0.258, 0.038, -0.190], [0.804, -0.401, -0.977], [-0.090, 0.328, -0.018], [0.041, 0.037, 0.195], [-0.182, 0.139, 0.133], [0.026, 0.201, -0.036], [0.043, 0.012, 0.081], [0.181, -1.001, -0.047], [0.540, -0.012, 0.230], [0.020, -0.081, -0.087], [0.027, 0.014, 0.028], [0.618, -0.284, 0.183], [-0.010, -0.007, -0.017], [-0.270, -0.175, -0.085], [-0.005, 0.019, 0.005], [0.375, -0.079, -0.304], [-0.002, -0.049, 0.089], [-0.054, 0.038, 0.150], [0.014, 0.098, 0.198], [-0.291, 0.142, -0.449], [-0.819, 2.119, -0.655], [0.495, -0.550, -0.664], [0.019, 0.096, 0.095], [-1.663, -0.707, -0.204], [-0.034, -0.037, 0.049], [0.024, -0.042, 0.012], [-0.399, 0.248, 0.339], [0.143, -0.023, -0.016], [0.027, -0.209, 0.186], [-0.549, 0.137, 0.100], [-0.106, 0.092, -0.043], [-0.023, -0.087, -0.012], [-0.166, -0.337, 0.197], [0.041, 0.024, 0.036], [-0.164, -0.335, 0.488], [-0.073, -0.031, -0.054], [-0.206, -0.124, 0.768], [0.136, 0.516, 0.146], [0.177, 0.069, 0.326], [-0.066, 0.091, 0.328], [0.226, -0.137, -0.044], [-0.001, -0.016, 0.027], [-0.177, -0.016, -0.051], [-0.059, -0.143, 0.040], [-0.030, -0.003, -0.021], [0.205, 0.154, -0.762], [0.174, -0.930, -0.329], [0.347, 0.430, -0.154], [0.125, -0.064, -0.007], [0.017, -0.015, -0.015], [-0.077, -0.079, 0.047], [0.065, 0.362, 0.118], [-0.084, -0.101, -0.040], [0.090, -0.067, -0.097], [-0.008, -0.017, 0.030], [1.619, -0.546, 0.635], [-0.029, -0.040, 0.141], [-0.033, 0.054, 0.003], [-0.071, -0.081, 0.123], [0.124, 0.029, 0.057], [0.487, 0.369, -0.714], [0.002, 0.129, -0.021], [-0.132, 0.029, -0.010], [-0.131, 0.247, 0.063], [-1.240, -0.359, 1.786], [1.929, -0.137, -1.293], [0.020, 0.026, 0.007], [0.207, -0.397, -0.384], [-0.281, -0.550, 0.476], [0.012, -0.093, 0.137], [-0.020, 0.013, -0.005], [-0.004, -0.098, 0.107], [-0.054, -0.050, -0.102], [-0.018, 0.032, 0.057]], "mulliken_spin": [0.0200, 0.0023, 0.0117, 0.0169, 0.0001, -0.0015, -0.0013, 0.0010, 0.0000, 0.0010, 0.0000, -0.0021, 0.0002, 0.0256, 0.0000, 0.0005, 0.0000, 0.0010, -0.0001, -0.0003, -0.0003, -0.0001, 0.0001, 0.0000, 0.0017, -0.0008, 0.0027, 0.0046, -0.0063, 0.0000, -0.0002, -0.0393, -0.0017, 0.0278, 0.0004, 0.0176, -0.0192, 0.0025, 0.0000, 0.0208, 0.3513, 0.0000, 0.0013, 0.0252, -0.0191, -0.0109, -0.0126, 0.0000, 0.0000, -0.0018, 0.0001, 0.0013, 0.0001, 0.0015, -0.0030, 0.0148, 0.5838, 0.0207, -0.0020, 0.0003, -0.0003, -0.0002, -0.0004, 0.0001, -0.0110, -0.0001, 0.0001, 0.0201, 0.0005, 0.0018, 0.0037, 0.0033, -0.0001, 0.0005, -0.0009, 0.0200, 0.0039, -0.0014, 0.0023, -0.0008, 0.0001, 0.0000, -0.0003, 0.0170, 0.0001, 0.3305, -0.0061, 0.0244, 0.5659, 0.0004, 0.0012, 0.0047, -0.0110, -0.0049]}